Here is the molecule C18H19N5 from the Open Molecules 2025 dataset. Energies are from ωB97M-V/def2-TZVPD.

The value obtained for the frontier orbital gap is 0.2992 Ha. As for the HOMO energy: -7.5 eV. The value obtained for the LUMO energy is 0.7 eV. For the energy above the lowest of the compared OMol25 structures with the same formula, charge and spin, the calculation gives 0.0 kcal per mole. As for the total energy: -971.1307 hartree. Its spin multiplicity is 1. Its SMILES is CCn1cnc2cc(NCc3nc4ccccc4n3C)ccc21.

Positions of all 42 atoms, in Å:
C1 -0.08788 5.67747 1.26841
C2 -0.22103 5.72226 -0.25320
N1 0.48421 4.63574 -0.87455
C3 1.74576 4.65407 -1.38428
N2 2.16443 3.50651 -1.82067
C4 1.13092 2.63348 -1.58585
C5 1.03294 1.27628 -1.85926
C6 -0.14076 0.62274 -1.51003
N3 -0.34447 -0.71944 -1.81783
C7 0.71851 -1.70254 -1.67654
C8 0.55636 -2.51346 -0.43428
N4 1.27833 -2.35049 0.63569
C9 0.79376 -3.23937 1.55909
C10 1.19225 -3.49581 2.86597
C11 0.50479 -4.46521 3.56508
C12 -0.55598 -5.17088 2.99325
C13 -0.96914 -4.93220 1.69788
C14 -0.28106 -3.96038 0.98945
N5 -0.41433 -3.47508 -0.28954
C15 -1.38632 -3.92734 -1.24404
C16 -1.19920 1.33820 -0.91926
C17 -1.12192 2.68775 -0.65369
C18 0.05867 3.33175 -0.98388
H1 -0.63889 6.49998 1.71656
H2 0.95757 5.75608 1.55775
H3 -0.48100 4.73938 1.65296
H4 -1.27626 5.66106 -0.53817
H5 0.18806 6.66073 -0.63824
H6 2.32488 5.55779 -1.42286
H7 1.85216 0.76916 -2.34018
H8 -1.23214 -1.05781 -1.46817
H9 0.72550 -2.35347 -2.56140
H10 1.67872 -1.19337 -1.61095
H11 2.01097 -2.94881 3.30452
H12 0.78907 -4.68923 4.58271
H13 -1.06498 -5.92098 3.58045
H14 -1.79113 -5.47947 1.26031
H15 -1.18683 -3.48776 -2.21897
H16 -2.39520 -3.64662 -0.92689
H17 -1.34236 -5.01546 -1.33000
H18 -2.10565 0.80422 -0.66716
H19 -1.95133 3.21051 -0.20019

Cartesian forces, eV/Å:
-0.063 0.037 -0.236
-0.103 0.228 0.437
0.132 -0.035 -0.227
-0.023 0.025 -0.045
0.563 -0.085 -0.223
-0.621 0.345 0.412
-0.170 -0.082 0.111
0.181 0.420 -0.102
-0.441 -0.434 -0.092
-0.091 -0.108 -0.200
0.215 0.072 0.079
0.434 0.436 -0.214
-0.614 -0.460 -0.182
-0.042 0.014 -0.120
0.085 -0.003 0.174
-0.094 -0.096 0.013
-0.142 -0.073 -0.130
0.397 0.181 0.499
0.206 0.076 0.086
-0.254 -0.124 -0.092
-0.046 -0.012 0.038
-0.043 0.095 0.038
0.288 -0.538 -0.262
-0.056 0.072 0.097
0.068 0.006 0.042
-0.026 -0.061 0.071
0.132 0.083 -0.069
-0.111 -0.111 -0.039
0.053 0.261 0.035
0.106 -0.072 -0.097
0.145 0.082 -0.047
0.153 0.084 0.125
-0.077 -0.138 -0.003
0.104 0.069 0.057
0.027 -0.011 0.078
-0.042 -0.055 0.036
-0.086 -0.069 -0.013
-0.005 -0.021 0.015
0.032 -0.020 -0.070
-0.013 0.062 -0.067
-0.067 -0.052 0.033
-0.093 0.014 0.054